Entry from OMol25: an isolated ion of composition C14H29N4O3 and charge +1 in a non-equilibrium geometry (the ωB97M-V functional and the def2-TZVPD basis).

Cartesian coordinates (Å):
O -2.22882 -1.56490 -3.44228
O 0.44410 -0.81109 0.89585
O 2.67793 1.39825 0.88370
N 2.85011 -1.27026 -0.37653
N 0.84957 1.67333 2.26159
N -3.10208 -0.49756 -1.70600
N -0.65423 0.23040 -0.78539
C -2.04576 2.79076 2.28335
C 3.00898 2.39511 3.07488
C -1.55179 1.31458 2.09412
C -1.54814 0.46462 3.39397
C 0.51240 -0.67617 -2.85501
C 1.22711 -2.04666 -3.10067
C -0.07782 0.13276 0.40030
C -0.66677 -0.83925 -1.81448
C 2.18677 1.76966 1.97153
C -2.06127 -0.98927 -2.37654
C -4.46423 -0.40878 -2.10389
C 3.05917 -2.40134 -1.33406
C -0.24328 1.39889 1.35970
C 1.71745 -2.89197 -1.94270
H -1.29235 3.35447 2.81522
H -5.22412 -0.68694 -1.41610
H -1.44736 1.10349 4.26635
H 3.52447 -1.99091 -2.17057
H -2.44481 -0.05319 3.57014
H -4.64087 -0.96222 -2.94438
H -2.88839 2.72762 2.94807
H 1.08613 -2.92370 -1.12047
H 1.97357 -1.31245 0.10617
H -2.22715 0.76642 1.40886
H 3.26639 3.38791 2.86869
H 0.65564 1.69779 3.26408
H -0.55522 -1.78920 -1.26286
H 0.06061 -0.46278 -3.83599
H 3.86283 1.74395 3.16321
H 3.55508 -1.27447 0.40329
H -0.29548 2.29937 0.68215
H 0.60507 -2.65833 -3.59090
H -2.33080 3.17126 1.30949
H -0.89669 1.13860 -1.01667
H 1.29713 0.11384 -2.63662
H 2.48441 2.54334 3.98689
H 2.93256 -0.28830 -0.68460
H 1.84062 -3.92063 -2.28482
H 3.67194 -3.29185 -1.07902
H -2.90494 -0.11641 -0.80157
H -0.91071 -0.37036 3.38338
H 2.05094 -1.79895 -3.81846
H -4.69788 0.68150 -2.29443

## Properties
SMILES string ... CNC(=O)[C@@H](CCCC[NH3+])NC(=O)[C@H](NC(C)=O)C(C)C
HOMO-LUMO gap ... 9.910 eV
Energy ... -995.38226 a.u.
HOMO ... -12.33 eV
Net charge ... +1
Relative energy (zero: lowest compared OMol25 entry of this formula, charge and spin) ... 44.0 kcal per mole